C14H36BaClN3O12 | ωB97M-V with the def2-TZVPD basis set

XYZ file:
```
67
Properties=species:S:1:pos:R:3:forces:R:3
Ba 10.348 28.827 8.562 0.4 1.7 -0.9
Cl 13.882 31.240 8.075 1.7 -0.6 -3.0
O 15.070 31.197 8.902 -1.4 0.3 0.8
O 14.263 30.644 6.808 -0.4 0.1 0.4
O 12.766 30.454 8.585 -0.6 -0.6 1.4
O 13.396 32.567 7.831 0.1 0.4 0.8
N 10.356 28.203 5.302 -0.3 2.6 2.4
O 10.579 28.102 4.157 0.2 -0.7 -3.0
O 10.815 27.424 6.155 0.2 -1.4 1.2
O 9.725 29.233 5.766 -0.3 -0.5 0.1
C 12.788 29.171 12.655 0.3 0.8 1.1
C 11.731 28.172 12.301 1.8 -1.4 -0.4
O 10.771 28.704 11.441 -0.8 0.1 -0.2
H 12.371 30.018 13.200 0.0 0.0 0.2
H 13.339 29.625 11.831 -0.4 -0.4 -0.5
H 13.568 28.716 13.265 -0.1 -0.1 0.3
H 11.271 27.569 13.084 -0.2 0.8 0.8
H 12.287 27.366 11.821 -0.2 -0.1 -0.8
H 10.003 28.847 11.997 -0.3 0.4 -0.4
C 13.317 26.814 9.305 2.8 1.6 -0.3
O 11.972 26.870 9.099 -2.2 -2.8 0.9
C 11.359 25.595 9.444 -1.4 0.3 -1.3
C 9.848 25.582 9.131 1.4 0.0 -0.3
N 9.154 26.642 9.834 -1.7 -1.3 0.1
C 7.728 26.609 9.432 0.2 2.0 -0.3
C 7.435 27.316 8.078 0.2 -0.2 1.2
O 7.581 28.762 8.177 -0.5 -1.4 0.1
C 6.713 29.456 7.274 0.9 0.7 0.3
H 13.666 26.887 10.335 -0.5 -0.3 0.4
H 13.671 27.746 8.863 0.5 -0.1 -0.2
H 13.856 25.986 8.844 -0.4 -0.2 -0.3
H 11.456 25.299 10.489 0.5 0.4 0.2
H 11.734 24.788 8.815 0.7 0.1 0.0
H 9.529 24.576 9.404 -0.3 -0.2 0.2
H 9.618 25.666 8.069 0.5 0.2 -0.2
H 9.044 26.291 10.775 0.8 0.5 0.7
H 7.228 27.194 10.204 -0.4 0.1 -0.1
H 7.262 25.625 9.468 0.3 -0.3 -0.3
H 6.425 26.935 7.931 -0.3 0.8 -0.8
H 8.101 26.967 7.288 -0.1 -0.1 -0.3
H 5.697 29.352 7.657 -0.2 -0.2 -0.7
H 6.975 29.241 6.238 -0.7 -0.8 -0.1
H 6.977 30.513 7.294 -0.1 0.1 0.6
C 7.521 29.677 11.687 0.5 -1.0 -0.3
O 8.389 30.133 10.670 -1.2 1.9 0.2
C 8.094 31.526 10.444 0.7 0.5 -1.0
C 9.194 32.107 9.640 1.3 0.8 -2.4
N 9.366 31.538 8.253 0.5 0.4 0.0
C 10.142 32.481 7.412 1.3 0.5 0.4
C 9.368 33.715 6.911 -0.4 -2.8 -1.4
O 8.099 33.174 6.402 -1.4 0.6 1.6
C 7.970 32.739 5.046 2.2 1.5 0.0
H 7.614 28.594 11.604 0.1 -0.1 0.8
H 6.459 29.872 11.539 0.0 0.5 -0.3
H 7.857 30.106 12.631 -0.2 -0.3 0.3
H 8.000 32.197 11.298 0.1 -0.7 0.9
H 7.178 31.733 9.890 -0.5 -0.8 -0.1
H 10.180 32.067 10.103 0.0 -0.5 0.3
H 9.096 33.178 9.464 -0.7 0.3 0.6
H 8.512 31.544 7.713 -0.8 -0.2 0.5
H 10.609 31.992 6.557 -0.2 -0.4 0.1
H 10.966 32.867 8.012 0.3 -0.2 -0.1
H 9.889 34.107 6.037 0.3 0.5 0.3
H 9.325 34.402 7.756 -1.1 0.4 -0.5
H 8.249 33.604 4.445 -0.1 0.1 -0.5
H 6.969 32.466 4.712 0.0 -0.3 0.9
H 8.748 32.003 4.843 -0.4 -0.6 -0.2
```
Forces are in eV/Å.

Summary:
M   611.23 g mol⁻¹
HOMO level   -8.692 eV
LUMO level   -0.6 eV
Multiplicity   1
Total energy   -2107.44852 Eh
Kohn-Sham gap   8.11 eV